<w>
23
Properties=species:S:1:pos:R:3 method="wB97M-V/def2-TZVPD" lumo_energy_ha=0.034 orbital_gap_ev=8.64
C -1.31887 -1.21297 -0.69686
C -0.20685 -0.80038 -1.66382
C 0.84457 0.06205 -1.01451
C 0.59888 1.32734 -0.68320
N -0.58547 2.03251 -0.96016
C 2.19957 -0.53831 -0.71637
C 2.17307 -1.83816 0.15731
H -0.90777 -1.42832 0.28266
H -1.99801 -0.36869 -0.54699
H -1.87580 -2.06860 -1.06566
H 0.26961 -1.66986 -2.10500
H -0.61940 -0.26195 -2.52999
H 1.34179 1.88170 -0.13319
H -0.56964 2.98070 -0.62767
H -0.96639 1.91035 -1.88500
H 2.65648 -0.75653 -1.68487
H 2.82570 0.18516 -0.19647
H 2.80238 -1.72489 1.03928
H 2.58630 -2.68767 -0.39079
H 1.16156 -2.01879 0.50048
O -3.52914 1.96140 4.96742
H -3.98446 2.61614 4.42557
H -2.89811 2.41776 5.52784

=====

<x>
23
Properties=species:S:1:pos:R:3 method="wB97M-V/def2-TZVPD" lumo_energy_ha=0.031 orbital_gap_ev=9.09
C -0.90943 1.18449 0.81629
C -0.46084 1.19379 -0.65231
C 0.01888 2.63238 -0.92086
N 0.72239 0.34038 -0.81831
C 0.56625 -1.02419 -1.24876
C -0.43186 -1.87939 -0.33395
C 0.09921 -1.84457 1.16706
O 1.52328 -2.00275 1.34898
H -0.12492 1.62551 1.40958
H -1.80878 1.76982 0.97840
H -1.07922 0.11564 1.18486
H -1.17878 0.76997 -1.31305
H 0.26780 3.27116 -0.05379
H -0.70624 3.24592 -1.44316
H 0.94660 2.78038 -1.39896
H 1.25909 0.35143 0.04331
H 1.59842 -1.42053 -1.14830
H 0.14950 -1.11765 -2.36799
H -1.50698 -1.53105 -0.18077
H -0.24930 -2.88227 -0.82173
H -0.42556 -2.61747 1.79314
H -0.05542 -0.94100 1.74809
H 1.78594 -2.02000 2.21222

=====

<y>
23
Properties=species:S:1:pos:R:3 method="wB97M-V/def2-TZVPD" lumo_energy_ha=-0.133 orbital_gap_ev=3.70
C -3.23563 0.83323 -0.40650
C -1.78133 0.37037 -0.10909
N -1.19055 -0.60584 -0.93537
C -1.33290 -1.89867 -0.38961
C 1.96959 0.41772 -0.83998
C 2.48710 -0.61382 0.10167
C 2.23495 -0.54136 1.41522
O 2.70294 2.50775 0.52003
H -3.64175 0.39710 -1.30771
H -3.25392 1.91197 -0.42017
H -3.89580 0.47276 0.38685
H -1.70654 0.14205 0.96598
H -1.15282 1.25293 -0.10702
H -2.22795 -2.01054 0.21763
H -1.39326 -2.62539 -1.20439
H -0.41682 -2.10358 0.19396
H 2.14701 1.47426 -0.31714
H 0.87074 0.31106 -0.80750
H 2.32647 0.36718 -1.86346
H 2.97277 -1.49458 -0.30870
H 1.96968 0.45355 1.74025
H 2.42999 -1.35353 2.09871
H 3.11805 2.33541 1.37633

=====

Which structure is the most stable? The one labeled <w>.

=====

<w>
23
Properties=species:S:1:pos:R:3 method="wB97M-V/def2-TZVPD" lumo_energy_ha=0.028 orbital_gap_ev=9.21
C -1.87781 -1.96498 0.88941
N -0.93383 -0.82295 0.79195
C -1.30389 0.19732 1.80397
C -1.10934 -0.18253 -0.61788
O 0.30403 -1.23875 0.97953
H -1.60512 -2.69632 0.13287
H -1.76582 -2.42768 1.86210
H -2.91702 -1.63889 0.75511
H -0.58349 1.00771 1.73634
H -1.22529 -0.24956 2.79436
H -2.31430 0.56897 1.63854
H -2.14830 0.12964 -0.71270
H -0.52020 0.71860 -0.75860
H -0.87094 -0.96420 -1.33622
C 1.88559 2.07816 -0.20249
C 1.92394 0.82561 -0.63210
C 2.33221 0.43824 -2.01744
H 1.56338 2.33035 0.79562
H 2.12879 2.91339 -0.84655
H 1.71183 0.00117 0.04764
H 1.55398 -0.16325 -2.49158
H 3.23479 -0.17389 -1.97370
H 2.53683 1.31384 -2.63819

=====

<x>
23
Properties=species:S:1:pos:R:3 method="wB97M-V/def2-TZVPD" lumo_energy_ha=0.030 orbital_gap_ev=9.27
C -2.16894 1.76897 0.34675
C -1.24046 1.17073 -0.84536
C -0.45414 0.06787 -0.85086
C -0.03695 -0.47922 0.48696
C -0.06860 -0.48803 -2.13881
C 0.75101 -1.75292 -2.23597
N 2.15847 -1.52869 -2.45075
H -3.15058 1.39033 0.28418
H -1.77710 1.33777 1.19280
H -2.21312 2.90287 0.24349
H -1.43169 1.98322 -1.56314
H 1.08371 -0.71624 0.54188
H -0.15582 0.35612 1.18682
H -0.57025 -1.35545 0.78485
H -0.88094 -0.68165 -2.73357
H 0.54671 0.25294 -2.70023
H 0.53166 -2.36685 -1.39696
H 0.22078 -2.27325 -3.11908
H 2.31982 -0.93402 -3.26005
H 2.69602 -2.36241 -2.32382
O 1.24602 0.97698 7.13109
H 1.96507 1.11389 6.60033
H 0.62930 1.61704 6.81945

=====

Which structure is the most stable? The one labeled <x>.

=====

<w>
23
Properties=species:S:1:pos:R:3 method="wB97M-V/def2-TZVPD" lumo_energy_ha=0.038 orbital_gap_ev=9.24
C 0.36992 -0.13558 -0.58177
C 0.07792 -0.77496 1.22235
C 0.86525 1.11518 -0.11452
C -0.90952 -0.16603 -1.36802
C -1.22901 -0.26511 1.78714
C 0.11069 -2.28266 1.07433
N 1.30671 1.72827 -1.81177
O 0.92481 3.12008 -1.81092
H 0.20940 3.16852 -2.45765
H 2.32104 1.77038 -1.69225
H 1.13538 -0.80490 -0.97227
H 0.91448 -0.44899 1.84418
H 1.80049 1.10819 0.44244
H 0.12429 1.83813 0.21508
H -0.68371 0.06284 -2.40899
H -1.36144 -1.15727 -1.32460
H -1.62106 0.57240 -1.00688
H -1.23429 0.82068 1.87987
H -0.68465 -2.63184 0.41404
H -1.40465 -0.67689 2.78674
H -2.07118 -0.56209 1.16144
H -0.02733 -2.77189 2.04439
H 1.06648 -2.62646 0.67762

=====

<x>
23
Properties=species:S:1:pos:R:3 method="wB97M-V/def2-TZVPD" lumo_energy_ha=0.035 orbital_gap_ev=10.08
C 0.02137 0.44602 -2.64181
C -0.68293 0.68139 -1.52271
C -0.06766 1.40980 -0.34873
C 1.33410 0.96328 0.06766
C 1.58821 -0.55760 0.09924
C 0.42792 -1.42936 0.54576
N -0.09910 -1.07554 1.88478
H -0.50016 -0.00055 -3.45091
H 1.06808 0.68340 -2.71907
H -1.73350 0.43191 -1.51870
H -0.19454 2.48005 -0.52830
H -0.76443 1.23311 0.47722
H 1.40767 1.41397 1.06807
H 2.05634 1.49447 -0.52627
H 1.99519 -0.73925 -0.90991
H 2.35480 -0.72242 0.89248
H -0.41115 -1.26828 -0.18455
H 0.56803 -2.54835 0.55202
H 0.11697 -1.80152 2.54705
H 0.21433 -0.17481 2.20878
O -3.03981 0.09452 1.36691
H -3.42881 -0.68086 0.94257
H -2.23095 -0.33336 1.69839

=====

<y>
23
Properties=species:S:1:pos:R:3 method="wB97M-V/def2-TZVPD" lumo_energy_ha=0.034 orbital_gap_ev=9.41
C 0.20213 2.59818 -0.81166
C 0.83842 1.22126 -0.92961
C 1.40133 0.75539 0.42166
C 0.39023 0.39145 1.51107
N -0.59291 -0.65904 1.30214
C -0.28873 -1.84638 0.54188
C -1.02931 -2.05240 -0.77781
O -2.44713 -1.83633 -0.63934
H 0.49625 3.13373 0.09043
H -0.86354 2.46089 -0.61474
H 0.37370 3.24902 -1.66400
H 0.10456 0.46464 -1.19185
H 1.61939 1.11780 -1.68263
H 2.06638 1.49515 0.85584
H 2.08152 -0.09778 0.28064
H 1.01348 0.12335 2.36027
H -0.07682 1.32953 1.81688
H -1.44337 -0.23345 0.95765
H -0.19497 -2.72210 1.19478
H 0.73929 -1.80175 0.15301
H -0.80615 -3.07161 -1.10258
H -0.69992 -1.31453 -1.47531
H -2.88383 -2.70502 -0.59673

=====

Which structure is the most stable? The one labeled <y>.

=====

<w>
23
Properties=species:S:1:pos:R:3 method="wB97M-V/def2-TZVPD" lumo_energy_ha=0.037 orbital_gap_ev=10.33
C 1.85622 -1.00712 2.25291
O 2.09179 -0.02236 1.27394
C 0.85000 0.53526 0.49152
N -0.08955 1.13593 1.36969
C 0.41820 -0.69653 -0.25008
C -0.74172 -0.32923 -1.34213
C -0.48483 0.92244 -2.17283
C -2.14130 -0.32935 -0.73792
H 1.63908 -1.98751 1.80474
H 1.03470 -0.73677 2.93137
H 2.75535 -1.13378 2.86720
H 1.26715 1.28426 -0.18433
H -0.59139 1.89318 0.91992
H 0.38394 1.50298 2.19131
H 1.25281 -1.10191 -0.82891
H 0.00895 -1.46680 0.40990
H -0.69404 -1.18754 -2.02399
H 0.54419 0.94662 -2.54468
H -1.14870 0.94621 -3.04442
H -0.66972 1.83704 -1.60139
H -2.89841 -0.28422 -1.52924
H -2.32692 -1.24759 -0.17088
H -2.31581 0.52679 -0.08169

=====

<x>
23
Properties=species:S:1:pos:R:3 method="wB97M-V/def2-TZVPD" lumo_energy_ha=0.026 orbital_gap_ev=8.67
C -0.85986 0.77050 2.61481
C 0.07341 1.76428 1.92485
C -0.25933 2.04090 0.46619
C 0.13466 0.86050 -0.41787
C -0.28799 0.73899 -1.67992
N 0.10360 -0.29852 -2.54474
C 0.81094 -1.42670 -2.02294
H -0.74662 -0.16261 2.05603
H -0.42576 0.45487 3.56339
H -1.82833 1.19505 2.84582
H 1.12022 1.49109 2.05179
H 0.03323 2.70178 2.49669
H 0.23412 2.92905 0.07812
H -1.34695 2.16408 0.41847
H 0.61932 0.02539 0.07206
H -1.02563 1.41004 -2.09702
H 0.54898 0.03109 -3.37869
H 1.87893 -1.28200 -1.83127
H 0.80768 -2.23692 -2.76248
H 0.37630 -1.84701 -1.11610
O 0.23090 -3.42483 0.94318
H 0.55149 -3.43896 1.86250
H -0.19787 -2.55844 1.05241

=====

<y>
23
Properties=species:S:1:pos:R:3 method="wB97M-V/def2-TZVPD" lumo_energy_ha=0.024 orbital_gap_ev=8.63
C 1.64594 -1.20534 1.37337
C 0.90414 -0.23957 2.26942
C -0.58544 -0.08961 1.80614
C -0.84141 -0.01960 0.33269
C -2.05524 -0.19669 -0.22394
N -2.37983 0.19325 -1.53827
C -1.34236 -0.20915 -2.50268
H 2.26868 -0.77852 0.60038
H 2.50538 -1.74944 1.79965
H 1.05169 -2.14206 1.20258
H 1.60887 0.59727 2.17846
H 0.85292 -0.51017 3.33355
H -0.89850 0.86867 2.23746
H -1.09309 -0.98219 2.19922
H 0.06786 0.10409 -0.25998
H -2.90196 -0.27613 0.43115
H -3.30832 -0.19751 -1.71824
H -0.66926 0.64160 -2.55831
H -1.71300 -0.31592 -3.53294
H -0.76251 -1.04376 -2.08407
O 2.94219 2.53040 -1.57534
H 2.20368 3.16882 -1.65141
H 2.49958 1.85155 -2.11888

=====

<z>
23
Properties=species:S:1:pos:R:3 method="wB97M-V/def2-TZVPD" lumo_energy_ha=0.041 orbital_gap_ev=9.76
C 0.91868 -0.08308 -3.44596
C 0.25932 0.90964 -2.51323
C -0.41144 0.25816 -1.30940
N 0.46974 0.31194 -0.13324
C 0.15880 -0.61449 0.93201
C -0.11752 0.08399 2.29572
C -1.38294 -0.35629 3.00829
O 1.05291 -0.16499 3.10713
H 0.24976 -0.88505 -3.75872
H 1.30505 0.35143 -4.36182
H 1.75064 -0.59303 -2.96377
H 1.01015 1.62273 -2.14569
H -0.45338 1.53783 -3.04553
H -0.68186 -0.77287 -1.56745
H -1.31986 0.80996 -1.06147
H 1.43743 0.25900 -0.42981
H -0.73340 -1.19935 0.66333
H 0.94828 -1.35028 1.12126
H -0.09575 1.14073 2.05199
H -1.20155 -0.88453 3.93931
H -2.02300 0.50437 3.22036
H -1.99322 -1.00059 2.38370
H 0.85315 0.11477 4.01299

=====

Which structure is the most stable? The one labeled <z>.